[1]
Below is a 15-piece molecular cluster, C17H61F3N26O16 overall in a non-equilibrium geometry, with properties calculated with wB97M-V/def2-TZVPD.

Computed properties:
* Kohn-Sham gap: 0.0824 Ha
* energy above the lowest of the compared OMol25 structures with the same formula, charge and spin: 1693.9 kJ/mol
* charge: 0
* M: 942.8 g/mol
* strongest force on any atom: 0.181 hartree/bohr

Cartesian coordinates (Å):
O1 6.817 -0.852 7.085
H1 6.024 -0.968 6.556
H2 6.745 -1.439 7.841
H3 6.893 0.061 7.372
C1 1.000 -0.136 2.190
O2 0.626 -0.828 1.079
O3 1.914 -0.998 2.814
C2 1.403 1.351 1.797
F1 1.909 2.015 2.858
F2 2.399 1.404 0.854
F3 0.401 2.166 1.459
C3 -0.786 -0.709 0.552
C4 -0.707 -1.438 -0.848
H4 -1.486 -1.236 -1.583
H5 0.239 -1.174 -1.320
H6 -0.651 -2.520 -0.724
H7 -1.080 0.341 0.551
H8 -1.490 -1.127 1.272
H9 0.222 0.159 2.894
C5 -9.591 1.743 -3.846
O4 -9.113 2.494 -4.637
N1 -10.789 1.763 -3.379
N2 -8.839 0.740 -3.515
H10 -11.249 1.110 -2.761
H11 -11.407 2.395 -3.868
H12 -7.960 0.749 -4.013
H13 -9.117 0.048 -2.835
C6 0.533 -0.150 -9.858
O5 0.698 -0.482 -8.735
N3 0.017 0.983 -10.171
N4 0.788 -0.849 -10.906
H14 0.058 1.665 -9.427
H15 -0.269 1.267 -11.097
H16 1.177 -1.760 -10.709
H17 0.855 -0.297 -11.749
C7 -1.510 3.926 -4.754
O6 -1.617 4.902 -4.124
N5 -0.451 3.237 -4.775
N6 -2.394 3.305 -5.472
H18 0.486 3.527 -4.534
H19 -0.444 2.427 -5.377
H20 -3.358 3.525 -5.267
H21 -2.105 2.357 -5.669
C8 1.674 -7.041 6.182
O7 1.392 -8.155 6.562
N7 1.159 -6.450 5.167
N8 2.391 -6.194 6.846
H22 1.563 -5.562 4.906
H23 0.601 -6.972 4.507
H24 2.813 -6.561 7.687
H25 2.669 -5.332 6.399
C9 -4.796 -2.834 7.479
O8 -4.232 -3.166 8.556
N9 -4.251 -1.934 6.698
N10 -6.007 -3.117 7.169
H26 -3.421 -1.426 6.967
H27 -4.745 -1.595 5.885
H28 -6.472 -2.718 6.366
H29 -6.309 -3.883 7.754
C10 2.616 5.358 9.851
O9 2.648 6.637 9.725
N11 1.658 4.647 9.350
N12 3.641 4.608 10.165
H30 0.819 4.988 8.902
H31 1.936 3.694 9.166
H32 4.553 5.040 10.194
H33 3.482 3.612 10.209
C11 -4.950 6.660 2.318
O10 -5.875 6.900 3.038
N13 -3.698 6.933 2.561
N14 -5.033 5.971 1.203
H34 -3.585 7.456 3.418
H35 -2.860 6.639 2.080
H36 -5.933 5.651 0.875
H37 -4.302 5.687 0.567
C12 2.967 8.927 0.778
O11 2.155 9.432 1.566
N15 4.232 9.050 0.839
N16 2.638 8.237 -0.232
H38 4.778 8.419 0.270
H39 4.548 9.763 1.481
H40 1.641 8.120 -0.335
H41 3.166 8.009 -1.062
C13 -8.601 -5.172 -0.878
O12 -8.620 -5.207 0.343
N17 -9.695 -4.988 -1.538
N18 -7.536 -5.300 -1.701
H42 -10.492 -4.875 -0.929
H43 -9.652 -5.094 -2.541
H44 -6.654 -5.443 -1.231
H45 -7.730 -5.157 -2.682
C14 5.528 -3.759 -1.505
O13 6.310 -4.458 -2.113
N19 4.375 -4.077 -1.165
N20 5.698 -2.516 -1.227
H46 3.930 -4.941 -1.440
H47 3.848 -3.455 -0.568
H48 6.599 -2.159 -1.514
H49 5.052 -2.080 -0.586
C15 -4.876 -4.343 -8.242
O14 -5.919 -4.923 -7.988
N21 -3.684 -4.872 -7.855
N22 -4.690 -3.439 -9.142
H50 -2.780 -4.706 -8.272
H51 -3.708 -5.475 -7.045
H52 -5.412 -3.086 -9.753
H53 -3.735 -3.177 -9.341
C16 8.549 -6.700 3.403
O15 7.685 -7.497 2.987
N23 8.275 -5.430 3.676
N24 9.742 -7.029 3.590
H54 9.107 -4.935 3.964
H55 7.463 -4.921 3.357
H56 10.292 -6.377 4.130
H57 9.991 -7.980 3.359
C17 7.211 4.307 -4.228
O16 6.191 4.911 -4.480
N25 8.217 4.384 -5.038
N26 7.513 3.912 -3.049
H58 8.112 4.666 -6.003
H59 9.102 3.992 -4.752
H60 8.283 3.330 -2.754
H61 6.651 3.875 -2.523



[2]
Below is C17H67MnN32O17 as an isolated structure in a non-equilibrium geometry, with properties calculated with wB97M-V/def2-TZVPD.

Computed properties:
* multiplicity: 6
* Kohn-Sham gap (alpha / beta): 0.3261 / 0.3330 Ha
* expectation value of S²: 8.75
* charge: +1
* M: 1046.9 g/mol
* strongest force on any atom: 0.087 hartree/bohr

Cartesian coordinates (Å):
Mn1 2.779 0.764 0.312
C1 -0.277 0.580 -0.045
O1 0.901 -0.078 0.271
H1 -1.015 -0.078 -0.507
H2 -0.803 0.992 0.824
H3 -0.077 1.454 -0.733
C2 -0.666 4.247 2.752
O2 -0.772 3.135 2.224
N1 -1.746 4.992 3.212
N2 0.535 4.954 2.906
H4 -1.629 5.956 3.393
H5 -2.610 4.568 2.927
H6 0.528 5.604 3.668
H7 1.300 4.374 2.639
C3 -3.092 -2.853 -3.318
O3 -4.176 -2.353 -3.518
N3 -1.860 -2.189 -3.163
N4 -2.855 -4.257 -3.335
H8 -1.118 -2.765 -2.781
H9 -1.886 -1.164 -3.251
H10 -3.610 -4.624 -3.894
H11 -2.000 -4.565 -3.765
C4 -0.205 -2.430 3.924
O4 0.280 -1.796 4.835
N5 -0.014 -2.140 2.588
N6 -0.811 -3.607 4.182
H12 -0.452 -2.816 1.946
H13 0.244 -1.248 2.169
H14 -1.284 -4.021 3.387
H15 -0.777 -4.128 5.051
C5 1.816 3.789 -0.747
O5 2.468 2.816 -0.398
N7 0.602 4.110 -0.229
N8 2.290 4.760 -1.616
H16 0.096 3.317 0.195
H17 0.066 4.735 -0.814
H18 1.734 5.565 -1.837
H19 3.099 4.603 -2.174
C6 -1.415 -1.289 -6.464
O6 -1.414 -2.482 -6.301
N9 -0.210 -0.592 -6.681
N10 -2.528 -0.506 -6.224
H20 0.538 -1.157 -7.080
H21 -0.404 0.231 -7.212
H22 -2.529 0.467 -6.463
H23 -3.359 -0.983 -6.110
C7 -2.383 -4.622 0.200
O7 -1.972 -3.959 1.203
N11 -3.786 -4.867 -0.025
N12 -1.622 -5.096 -0.844
H24 -3.913 -5.333 -0.861
H25 -4.523 -4.644 0.599
H26 -2.145 -5.579 -1.529
H27 -0.677 -4.871 -1.108
C8 1.225 1.752 -3.627
O8 2.254 2.380 -3.747
N13 0.922 0.692 -2.812
N14 0.012 2.168 -4.232
H28 0.109 0.085 -2.864
H29 1.703 0.161 -2.438
H30 -0.812 1.672 -3.982
H31 -0.053 2.781 -5.051
C9 1.294 -3.058 -2.130
O9 0.240 -3.683 -1.974
N15 2.242 -3.321 -3.208
N16 1.663 -2.009 -1.398
H32 1.939 -4.185 -3.619
H33 3.243 -3.292 -3.117
H34 2.486 -1.495 -1.725
H35 1.106 -1.467 -0.631
C10 4.326 0.820 -2.695
O10 3.916 0.411 -1.556
N17 5.094 1.904 -2.713
N18 4.124 0.153 -3.858
H36 5.530 2.190 -1.815
H37 5.299 2.390 -3.587
H38 3.953 0.796 -4.600
H39 3.494 -0.629 -3.803
C11 -3.883 -1.217 2.415
O11 -4.210 -0.464 3.285
N19 -3.945 -2.632 2.577
N20 -3.584 -1.014 1.092
H40 -3.147 -3.008 2.016
H41 -3.939 -2.942 3.528
H42 -3.422 -1.771 0.453
H43 -3.343 -0.106 0.731
C12 -3.246 1.012 -2.422
O12 -2.220 0.713 -3.049
N21 -3.257 1.861 -1.314
N22 -4.468 0.599 -2.717
H44 -4.020 1.720 -0.698
H45 -2.424 1.825 -0.797
H46 -5.261 1.218 -2.467
H47 -4.582 -0.013 -3.509
C13 -1.566 1.002 5.526
O13 -1.660 1.864 4.645
N23 -0.799 1.084 6.716
N24 -2.271 -0.153 5.400
H48 -0.583 0.136 7.010
H49 0.013 1.603 6.420
H50 -2.961 -0.214 4.653
H51 -2.344 -0.774 6.200
C14 -4.560 2.310 2.186
O14 -3.878 2.050 1.235
N25 -5.923 2.071 2.262
N26 -3.974 2.839 3.303
H52 -6.508 2.511 2.957
H53 -6.360 1.552 1.492
H54 -2.981 2.616 3.394
H55 -4.445 2.620 4.164
C15 2.000 0.476 3.245
O15 2.717 1.155 2.481
N27 0.755 0.749 3.432
N28 2.501 -0.363 4.128
H56 0.208 0.276 4.149
H57 0.406 1.610 3.117
H58 3.509 -0.418 4.020
H59 1.828 -1.054 4.484
C16 3.965 -2.208 0.381
O16 3.585 -1.213 0.927
N29 5.018 -2.364 -0.502
N30 3.433 -3.425 0.684
H60 5.383 -1.523 -0.881
H61 5.043 -3.190 -1.122
H62 2.527 -3.462 1.093
H63 3.824 -4.238 0.242
C17 6.600 2.414 1.009
O17 5.883 2.227 0.030
N31 6.139 2.116 2.329
N32 7.932 2.842 1.061
H64 5.158 2.186 2.495
H65 6.747 1.990 3.133
H66 8.328 3.089 1.965
H67 8.294 3.292 0.215